The following is a DFT calculation (the ωB97M-V functional and the def2-TZVPD basis) of a cluster of 2 separate species, C11H15N in total.

Summary:
Relative energy (zero: lowest compared OMol25 entry of this formula, charge and spin) ... 139.1 kJ/mol
Calculated total energy ... -13139.350 eV
HOMO level ... -7.73 eV
Molar mass ... 161.2 g mol⁻¹
Largest force on an atom ... 3.098 eV/Å
Kohn-Sham gap ... 8.6 eV
2S+1 ... 1

```
27
C11H15N, DFT the ωB97M-V functional and the def2-TZVPD basis
H 0.101 1.753 -2.669
C 0.702 1.571 -1.743
N -1.239 1.142 -0.191
C 0.084 1.373 -0.514
H -0.956 -1.255 -1.458
C -0.789 -2.314 -1.222
C 2.074 1.399 -1.831
C -1.313 1.048 1.204
C 0.159 0.552 3.170
H 2.920 1.352 1.480
H 3.877 1.011 -0.910
C -2.199 -2.915 -1.152
C 2.257 1.375 0.616
H 1.183 0.359 3.417
C 2.874 1.319 -0.614
H -2.442 -2.948 -0.051
H -0.189 -2.751 -2.041
H -0.245 -2.338 -0.285
H -2.197 -3.955 -1.483
H -2.971 -2.335 -1.602
H -0.512 -0.202 3.593
C -0.041 0.880 1.721
H -2.236 0.771 1.705
C 0.844 1.183 0.635
H -0.294 1.362 3.734
H -2.022 1.445 -0.744
H 2.573 1.117 -2.764
```



The following is a DFT calculation (the ωB97M-V functional and the def2-TZVPD basis) of an isolated molecule of C3H6N2O.

Summary:
Relative energy (zero: lowest compared OMol25 entry of this formula, charge and spin) ... 122.4 kJ/mol
Calculated total energy ... -8235.430 eV
HOMO level ... -10.10 eV
Molar mass ... 86.1 g mol⁻¹
Largest force on an atom ... 0.578 eV/Å
Kohn-Sham gap ... 11.0 eV
2S+1 ... 1

```
12
C3H6N2O, DFT the ωB97M-V functional and the def2-TZVPD basis
H 1.894 -2.117 -0.283
N 1.338 -1.538 0.341
N 0.714 0.661 0.736
C -1.539 0.132 -0.185
C 1.432 -0.315 0.016
O -0.363 2.179 -0.650
H -1.150 -0.822 -0.561
H -1.982 -0.080 0.794
C -0.403 1.126 -0.074
H 0.350 0.180 1.557
H 2.010 0.084 -0.825
H -2.302 0.509 -0.866
```



The following is a DFT calculation (the ωB97M-V functional and the def2-TZVPD basis) of a structure of composition C27H18ClN3ORh.

Summary:
Relative energy (zero: lowest compared OMol25 entry of this formula, charge and spin) ... 0.0 kJ/mol
Calculated total energy ... -50331.943 eV
HOMO level (alpha / beta) ... -8.59 / -10.91 eV
Molar mass ... 538.8 g mol⁻¹
Net charge ... +1
Largest force on an atom ... 0.740 eV/Å
Kohn-Sham gap (alpha / beta) ... 5.7 / 5.3 eV
2S+1 ... 5

```
51
C27H18ClN3ORh, DFT the ωB97M-V functional and the def2-TZVPD basis
N -0.261 -0.549 -1.988
C -1.223 -3.662 -0.346
C 1.726 -0.581 1.362
C -0.407 3.035 -2.014
H -3.094 2.083 5.378
C -0.882 -4.601 -1.339
C 3.427 1.432 0.678
H 4.886 0.444 1.892
H 4.091 2.234 0.393
C 0.248 4.199 -2.402
C 2.122 1.393 0.206
C 1.516 2.395 -0.694
C 0.214 2.150 -1.140
H -1.651 -4.014 0.582
C 0.423 -2.357 -3.988
C -2.962 0.018 4.752
C -2.118 -0.509 2.527
C -2.318 1.841 3.393
C 3.011 -0.604 1.870
H 0.393 0.926 -3.244
C 3.871 0.425 1.517
N 1.302 0.389 0.555
C -0.126 -2.840 -2.784
H -2.770 -1.964 3.946
C 1.536 4.450 -1.949
H -2.179 2.896 3.197
Cl -3.581 -0.573 6.220
H -0.089 -4.943 -3.291
C -2.623 -0.911 3.750
H 1.021 -0.616 -5.076
H 3.174 3.767 -0.761
C 0.254 -0.138 -3.132
H 2.052 5.349 -2.257
C -1.823 -1.509 1.555
C 0.608 -1.017 -4.161
C 2.170 3.551 -1.102
O -1.490 1.447 1.272
C -1.954 0.939 2.353
H -1.053 -5.652 -1.146
H 3.325 -1.406 2.522
C -0.347 -4.215 -2.533
C -1.025 -2.312 -0.555
H -2.080 -2.522 1.833
H -1.406 2.834 -2.385
Rh -0.771 0.594 -0.350
H 0.690 -3.059 -4.769
H -0.245 4.902 -3.061
C -2.818 1.403 4.587
N -1.309 -1.290 0.326
C -0.462 -1.897 -1.796
H 1.007 -1.356 1.599
```



The following is a DFT calculation (the ωB97M-V functional and the def2-TZVPD basis) of a cluster of 3 separate species, C23H38FN2O12S2 in total.

Summary:
Calculated total energy ... -76390.963 eV
HOMO level ... -11.15 eV
Molar mass ... 617.7 g mol⁻¹
Net charge ... +1
Largest force on an atom ... 4.024 eV/Å
Kohn-Sham gap ... 7.0 eV
2S+1 ... 1

```
78
C23H38FN2O12S2, DFT the ωB97M-V functional and the def2-TZVPD basis
H 2.050 1.225 -0.778
C 0.460 1.387 3.738
C 8.083 -0.752 4.075
C -2.204 2.052 0.377
H 2.571 0.831 -2.514
C -0.478 -0.817 -0.106
H -3.979 4.509 1.771
C 2.464 0.463 -1.465
H -1.358 -4.114 -0.474
H -0.455 2.591 -0.818
O -5.259 2.661 -1.888
O -3.453 2.236 -3.512
H -0.482 3.265 0.813
O -4.983 4.122 -3.883
C -2.936 4.223 1.537
C -1.340 -3.064 -0.810
C -0.725 0.773 3.367
C -0.834 -0.277 2.252
H -2.260 5.102 1.514
H -2.515 1.727 1.388
C 4.376 0.935 -0.146
C -2.080 -3.552 1.960
H -2.322 4.045 -0.556
H 5.241 0.409 0.299
S 7.331 0.763 2.245
H -0.073 -4.269 1.599
H -0.113 0.556 -1.802
S -4.919 2.854 -3.254
H -0.804 -5.013 3.015
H -3.634 0.196 -3.421
H -2.587 3.590 2.380
H -2.542 1.374 -0.433
O 8.262 0.564 3.543
H 1.810 -1.426 -0.614
H -0.420 -1.121 -2.298
C -2.925 3.445 0.152
H -5.260 0.093 -5.231
C 1.585 -0.818 -1.515
N -1.375 -1.424 2.615
C -3.569 0.975 -4.179
H -2.700 0.797 -4.806
H 3.666 1.234 0.652
H -3.534 -2.595 -0.747
N -1.478 -2.248 1.580
H -3.124 -2.946 -4.124
O -1.879 -1.404 -4.408
F -3.216 -3.849 1.230
H 0.614 2.447 3.450
H 8.584 -1.868 2.287
C -2.558 -2.075 -3.721
H -1.342 -5.572 1.343
H -2.430 -3.518 3.010
C 7.706 -1.609 2.883
C -0.343 0.119 0.962
C -1.020 -4.724 1.968
C -1.118 -2.041 0.324
H 1.222 0.812 4.292
O 8.163 1.093 1.146
H 1.846 -1.437 -2.397
C -0.685 2.333 0.239
C -2.740 -2.805 -1.483
O -5.752 1.796 -4.139
C -4.851 1.069 -4.981
H 4.755 1.816 -0.706
O 6.860 -0.772 2.087
H 7.275 -0.716 4.810
O 0.217 1.324 0.793
H -3.969 3.315 -0.177
H -3.051 -3.737 -2.011
H -0.547 -3.000 -1.581
H 8.995 -1.094 4.558
H -4.704 1.645 -5.898
C 0.014 -0.501 -1.502
H 7.184 -2.518 3.172
O 3.780 0.035 -1.090
O -2.694 -1.707 -2.405
H -1.694 1.041 3.835
O 6.200 1.542 2.608
```



The following is a DFT calculation (the ωB97M-V functional and the def2-TZVPD basis) of a cluster of 2 separate species, CH4I2N3 in total.

Summary:
Relative energy (zero: lowest compared OMol25 entry of this formula, charge and spin) ... 209.0 kJ/mol
Calculated total energy ... -21763.624 eV
HOMO level ... -13.22 eV
Molar mass ... 311.9 g mol⁻¹
Net charge ... +1
Largest force on an atom ... 4.955 eV/Å
Kohn-Sham gap ... 7.5 eV
2S+1 ... 1

```
10
CH4I2N3, DFT the ωB97M-V functional and the def2-TZVPD basis
N -1.357 0.603 0.428
N -0.051 -1.119 -1.415
I 1.573 1.841 1.980
I 1.693 -2.046 -1.475
H -1.458 1.325 1.141
N 0.994 0.557 0.438
H 1.785 0.105 -0.031
H -2.199 0.241 0.004
C -0.181 0.244 0.054
H -0.800 -1.750 -1.124
```



The following is a DFT calculation (the ωB97M-V functional and the def2-TZVPD basis) of a structure of composition C18H31BIrN6Si.

Summary:
Calculated total energy ... -39487.345 eV
HOMO level (alpha / beta) ... -14.69 / -15.02 eV
Molar mass ... 562.6 g mol⁻¹
Net charge ... +2
Largest force on an atom ... 1.578 eV/Å
Kohn-Sham gap (alpha / beta) ... 6.4 / 6.4 eV
2S+1 ... 2

```
58
C18H31BIrN6Si, DFT the ωB97M-V functional and the def2-TZVPD basis
H 1.743 -1.573 -3.706
H 0.829 -3.227 -0.500
H -2.342 1.433 -1.984
H -3.183 2.546 0.614
H 2.250 2.126 0.427
B -0.523 0.290 3.571
H 2.578 -3.177 -0.359
N -0.795 -1.099 2.906
Si -0.305 -0.487 -1.653
C -0.271 1.085 -2.664
C -2.868 2.247 1.601
C -1.765 1.363 -2.914
H -1.052 -2.412 4.521
C -1.118 -2.274 3.452
Ir -0.633 0.378 0.523
C -2.607 1.914 3.763
C 1.901 -2.252 -2.869
H 1.233 -3.106 -2.959
C 1.974 1.824 1.425
H 3.782 -0.969 -1.046
H 3.505 2.651 2.788
N 0.780 0.876 2.986
H -2.660 1.881 4.840
H -1.100 -2.831 -2.015
H 1.387 2.018 -1.571
H -0.199 2.191 -0.752
H -2.223 0.613 -3.559
N 0.886 1.074 1.649
H -1.841 -4.174 2.575
H 1.562 0.725 -3.803
C 2.597 2.094 2.633
H 0.194 3.169 -2.161
C 2.823 -0.489 -1.285
C 0.320 2.165 -1.741
H 0.480 1.902 -4.510
C -1.418 -2.437 1.280
H -2.241 -1.632 -2.594
C -1.521 -3.153 2.457
H 2.559 0.130 -0.431
C -1.175 -1.870 -2.529
H -4.244 3.215 3.035
C 0.508 0.948 -3.970
H -0.474 0.213 4.758
H -1.639 -2.729 0.266
H 1.909 1.446 4.666
H 2.933 -2.622 -2.961
N -0.975 -1.199 1.561
N -1.818 1.432 1.778
H -1.876 2.326 -3.424
H 1.605 -2.045 0.589
H 2.981 0.134 -2.165
H 0.074 0.203 -4.638
C 1.675 -2.550 -0.372
H -0.794 -1.995 -3.543
C 1.809 1.479 3.592
C -3.397 2.578 2.840
N -1.661 1.231 3.106
C 1.841 -1.600 -1.523
```



The following is a DFT calculation (the ωB97M-V functional and the def2-TZVPD basis) of a structure of composition C25H17F5InN5O4S2.

Summary:
Relative energy (zero: lowest compared OMol25 entry of this formula, charge and spin) ... 83.7 kJ/mol
Calculated total energy ... -82272.510 eV
HOMO level ... -7.83 eV
Molar mass ... 725.4 g mol⁻¹
Largest force on an atom ... 1.294 eV/Å
Kohn-Sham gap ... 6.7 eV
2S+1 ... 1

```
59
C25H17F5InN5O4S2, DFT the ωB97M-V functional and the def2-TZVPD basis
F -1.260 -7.661 -1.731
H 0.641 5.701 0.626
C -2.822 -0.116 -0.450
O -0.239 -3.118 -0.953
C -3.470 2.478 0.213
C 1.930 2.587 0.310
H 4.012 2.097 0.530
H 3.281 1.843 -1.865
In 0.051 -1.538 0.449
C 2.731 5.220 0.765
H -2.148 3.089 -1.335
C -3.767 0.126 0.542
C 3.278 2.894 0.514
O -2.559 4.897 0.208
S -3.608 4.138 0.823
H -0.064 3.390 0.255
F 1.998 -6.513 1.459
N 0.512 0.654 0.752
C 2.201 0.297 -0.841
H 4.504 0.261 -3.325
O -4.952 4.613 0.741
C 3.792 -0.106 -2.598
F -1.713 -5.028 -2.220
H -1.569 0.739 -1.966
H 4.054 -2.192 -3.107
S -0.900 -1.222 2.671
C 0.988 3.613 0.369
C 2.600 -1.882 -1.571
N -2.295 -1.407 -0.674
C -0.557 -6.736 -1.085
H -2.517 3.275 2.469
C 1.500 1.186 0.089
C 1.101 -6.159 0.543
C 1.389 4.920 0.588
H 3.044 6.242 0.939
C -0.941 0.598 2.535
F 1.522 -3.855 0.962
C -2.278 0.946 -1.170
C 0.869 -4.826 0.271
C 3.119 0.780 -1.783
H 2.336 -2.926 -1.462
H -2.173 0.632 4.010
H -4.792 1.640 1.673
C 0.393 -7.125 -0.151
C -2.596 2.244 -0.831
H 4.723 4.422 0.885
C 3.542 -1.470 -2.488
N 1.956 -1.027 -0.776
O -3.298 3.904 2.340
N -0.144 1.276 1.679
C 3.674 4.202 0.733
C -0.055 -4.387 -0.680
H -2.049 -1.585 -1.639
N -1.682 1.236 3.360
C -4.089 1.430 0.878
F 0.620 -8.418 0.084
H -4.200 -0.705 1.086
C -0.777 -5.396 -1.335
H -2.849 -2.171 -0.313
```



The following is a DFT calculation (the ωB97M-V functional and the def2-TZVPD basis) of a cluster of 7 separate species, C14H44N10O7 in total.

Summary:
Relative energy (zero: lowest compared OMol25 entry of this formula, charge and spin) ... 511.2 kJ/mol
Calculated total energy ... -44462.712 eV
HOMO level ... -9.25 eV
Molar mass ... 464.6 g mol⁻¹
Largest force on an atom ... 8.772 eV/Å
Kohn-Sham gap ... 9.6 eV
2S+1 ... 1

```
75
C14H44N10O7, DFT the ωB97M-V functional and the def2-TZVPD basis
H 5.594 -1.442 2.978
N 0.280 1.178 -0.922
H 7.029 11.234 -2.657
C -4.405 -8.801 1.535
N 6.304 10.546 -2.806
N 0.024 10.631 2.258
H 6.029 -5.668 6.263
H -2.055 -7.114 1.895
H -5.276 -8.318 1.977
H -2.999 -4.396 -5.670
H 5.378 10.585 -2.407
O 7.503 9.746 -4.497
C -4.884 -5.133 -6.040
N -5.556 -9.899 -0.368
H 6.625 -4.162 6.983
C 6.485 9.762 -3.790
H -2.901 -9.917 -0.698
H 1.002 0.581 -0.545
H -3.785 -9.110 2.377
O -0.329 3.361 -1.044
H 4.744 8.995 -3.196
C -3.332 -10.621 0.014
H -5.225 -10.359 -1.205
C 5.333 -0.341 5.636
H -3.686 -6.423 2.045
H -3.524 -11.555 -0.514
N -0.928 8.927 1.602
H -3.411 7.791 -3.424
H -3.464 8.789 -4.905
C 0.463 2.462 -0.746
H -5.622 -5.830 -5.642
H 4.517 -2.442 6.921
H 6.375 -2.113 4.909
H -4.838 9.307 -5.992
H -1.623 9.162 2.297
C 5.363 -1.722 5.012
O -3.352 -6.021 -4.525
H -0.980 8.014 1.173
O 0.845 9.638 0.470
H 5.903 0.456 5.160
N -5.514 8.954 -5.329
H 3.612 -2.899 5.436
H -3.650 -6.036 -3.613
H -6.465 8.705 -5.559
C 0.022 9.722 1.311
H -4.492 -5.609 -6.939
H -2.848 -6.279 0.502
H 2.131 3.524 -0.390
H 5.793 -0.486 6.613
H -0.801 10.652 2.841
H -5.527 -4.274 -6.235
N 4.882 -1.706 3.644
O 4.839 -4.121 5.656
N 5.486 8.918 -3.877
H 4.761 -2.685 3.427
H 0.659 11.414 2.182
C -2.990 -6.922 1.371
H -2.528 -10.821 0.723
C -5.171 8.523 -4.083
H 5.417 8.230 -4.613
C -4.573 -10.067 0.711
H 4.282 -0.069 5.731
O -3.552 -8.065 0.702
H -5.049 -10.794 1.369
O -5.946 8.182 -3.229
C -3.800 -4.815 -5.062
N -3.877 8.422 -4.059
H -4.124 -4.103 -4.302
N 1.651 2.635 -0.376
H -0.594 0.813 -1.271
H 6.839 -4.369 5.318
H -5.371 -8.945 -0.642
C 6.128 -4.593 6.113
H 2.152 1.928 0.144
C 4.597 -2.746 5.877
```